1.
Computed, not measured: a molecular structure, C8H18F3I2O4P2ReS in a non-equilibrium geometry, with wB97M-V/def2-TZVPD.

Calculated values
HOMO (spin up / spin down)	-19.15 / -18.81	eV
M	769.25	u
expectation value of S²	3.922
LUMO energy (spin up / spin down)	-14.214 / -14.796	eV
max |F|	7.5	eV/A
E	-2669.4646	Eh

```
! RIJCOSX wB97M-V def2-TZVPD def2/J DEFGRID3
* xyz 3 4
I -2.91 0.08 -0.87
I 2.51 0.64 -0.75
Re -0.27 0.42 -0.46
P -0.29 -2.43 -0.78
C -0.68 -3.41 0.68
C -1.68 -2.87 -1.92
H -1.46 -3.93 -2.15
H 0.95 -4.00 -1.89
H -1.69 -2.34 -2.88
H 1.36 -2.37 -2.53
H -1.56 -2.89 1.12
H -2.68 -2.81 -1.46
C 1.15 -2.95 -1.63
H -0.79 -4.47 0.44
H 1.95 -2.85 -0.90
H 0.09 -3.29 1.45
P -0.41 2.48 -0.90
C -0.62 3.35 0.66
C 1.08 3.19 -1.62
H -1.75 2.59 -2.91
H -1.48 4.18 -2.17
H -2.69 3.06 -1.48
C -1.71 3.13 -1.96
H 1.35 2.65 -2.53
H 0.89 4.23 -1.85
H -0.60 4.42 0.46
H 0.18 3.11 1.36
H 1.91 3.10 -0.92
H -1.57 3.10 1.14
C -0.89 0.42 1.40
O -1.07 0.32 2.53
F 3.13 0.30 4.22
C 1.95 0.40 3.61
F 0.96 0.57 4.49
F 1.96 1.43 2.73
S 1.63 -1.25 2.61
O 2.83 -1.94 2.10
O 0.67 -2.05 3.34
O 0.24 -1.33 0.25
*
```


2.
Computed, not measured: 2 unconnected molecules or ions with the total composition C15H27BF9N3O10P2S2 in a non-equilibrium geometry, with wB97M-V/def2-TZVPD.

Calculated values
HOMO	-8.82	eV
M	717.27	u
LUMO energy	-0.844	eV
max |F|	7.3	eV/A
E	-3907.0532	Eh

```
! RIJCOSX wB97M-V def2-TZVPD def2/J DEFGRID3
* xyz 0 1
C 5.06 1.33 0.11
N 4.19 0.17 -0.21
C 3.45 0.33 -1.50
C 1.90 -0.19 -1.43
P 1.94 -1.69 -0.29
O 3.30 -2.68 -0.70
O 2.12 -1.36 1.36
S 0.40 -2.88 -0.45
N 1.74 -0.79 -2.78
C 1.36 0.18 -3.79
O 1.43 0.09 -5.03
C 0.74 1.37 -2.88
C 0.98 2.90 -3.29
B 2.42 3.27 -3.92
O 3.02 4.53 -3.48
O 3.15 2.54 -4.91
C 0.77 0.93 -1.32
P 1.18 2.33 -0.02
N 2.57 3.28 -0.56
O 1.69 1.61 1.46
S -0.94 0.45 -0.68
O -1.67 1.77 -0.54
O -0.74 -0.06 0.71
C -1.94 -0.59 -1.83
F -1.18 -1.34 -2.77
F -2.69 0.32 -2.66
C -3.02 -1.59 -1.20
F -3.11 -2.69 -2.11
F -2.68 -2.16 0.03
C -4.52 -1.03 -1.07
F -5.22 -2.03 -0.33
F -5.21 -0.98 -2.31
C -4.69 0.31 -0.21
F -3.81 0.35 0.91
F -4.69 1.49 -0.95
F -5.99 0.23 0.38
H 6.09 0.99 0.50
H 5.29 2.02 -0.77
H 4.62 1.95 0.97
H 4.83 -0.64 -0.28
H 3.54 1.37 -1.97
H 3.96 -0.38 -2.25
H 3.67 -2.41 -1.56
H 1.26 -1.23 1.81
H 2.34 -1.57 -3.05
H -0.38 1.24 -3.14
H 0.76 3.66 -2.46
H 0.20 3.13 -4.11
H 3.55 4.37 -2.67
H 3.93 2.16 -4.44
H 3.20 3.54 0.23
H 2.16 4.19 -0.84
H 2.49 2.09 1.78
C -1.68 -0.78 3.25
O -1.65 -2.20 3.36
C -1.42 -2.64 4.69
C -2.72 -3.08 5.36
O -3.60 -1.97 5.55
C -4.63 -1.92 4.57
H -2.10 -0.52 2.29
H -2.28 -0.32 4.04
H -0.65 -0.40 3.31
H -0.92 -1.87 5.28
H -0.75 -3.50 4.63
H -2.49 -3.47 6.36
H -3.21 -3.87 4.79
H -5.39 -2.68 4.79
H -4.24 -2.08 3.56
H -5.09 -0.93 4.61
*
```


3.
Computed, not measured: 2 unconnected molecules or ions with the total composition C4H15N2OS in a non-equilibrium geometry, with wB97M-V/def2-TZVPD.

Calculated values
HOMO	-12.99	eV
M	139.24	u
LUMO energy	-2.963	eV
max |F|	1.5	eV/A
E	-744.0772	Eh

```
! RIJCOSX wB97M-V def2-TZVPD def2/J DEFGRID3
* xyz 1 1
N -0.19 0.77 0.00
C -0.09 -0.38 -0.94
C 1.36 -0.79 -1.10
S 2.47 0.63 -1.35
C -0.86 -1.57 -0.36
N -1.39 -1.30 0.95
C -0.53 -1.70 2.06
H 0.61 1.39 -0.14
H -0.29 0.45 0.96
H -0.99 1.38 -0.15
H -0.57 -0.12 -1.86
H 1.71 -1.38 -0.26
H 1.57 -1.47 -1.91
H 3.63 0.02 -1.58
H -1.67 -1.83 -1.04
H -0.23 -2.45 -0.45
H -2.36 -1.56 1.03
H 0.23 -2.44 1.81
H -1.08 -2.12 2.90
H -0.02 -0.82 2.47
H 0.02 5.61 0.01
H -1.12 4.91 -0.64
O -0.20 4.77 -0.40
*
```